Entry from OMol25: a structure of composition C17H20BClN6Zn in a non-equilibrium geometry (the ωB97M-V functional and the def2-TZVPD basis).

Geometry as ORCA input:
```
! wB97M-V def2-TZVPD RIJCOSX def2/J DEFGRID3
* xyz 0 1
H -1.5442 -1.5830 1.5278
C -3.4550 -0.5755 -2.4797
C 1.8644 -2.0192 -1.3880
B 0.0264 0.4204 -3.3896
N 0.9880 -0.6711 -2.8777
H -0.5289 1.8385 5.4868
C 1.6375 0.5651 1.5816
H -2.9856 -1.7132 2.5936
C 0.5838 2.9814 -3.2891
Zn 0.4126 0.3272 -0.0695
C 0.5683 3.1819 -1.0614
C 1.1493 0.2751 2.9275
H -2.5230 -0.2239 -4.5158
H 2.0624 -2.4229 -0.4084
C 1.6469 -1.6113 -3.5726
C 0.4185 -0.1055 5.6595
C 0.0295 1.0546 4.9779
H -4.4735 -0.8362 -2.6712
H 2.0813 -1.6824 3.1447
C 1.1082 -1.0956 4.9680
N -1.5281 -0.1003 -1.4219
H -0.0067 0.4545 -4.5873
H -1.5822 -2.7753 2.8957
H 1.3812 -2.0115 5.4893
H 0.1182 -0.2255 6.7004
H 1.9781 1.6088 1.4509
N -1.3563 0.0229 -2.7876
C 0.7292 3.9027 -2.2561
H 1.6031 -1.5900 -4.6570
Cl -0.3619 2.5261 2.7733
H 2.8481 -3.3231 -2.8928
N 0.3996 1.8823 -1.3551
H 2.4599 -0.0927 1.2678
C 0.3269 1.2072 3.6246
H 0.5783 3.0845 -4.3631
C 1.4886 -0.9135 3.6403
C -2.4964 -0.2689 -3.4373
H -2.5988 -3.0336 1.4477
H 0.9003 4.9535 -2.3536
C -2.1711 -2.2771 2.1153
C -2.8100 -0.4511 -1.2348
N 1.1051 -0.9166 -1.5217
C 2.2442 -2.4746 -2.6644
N 0.3895 1.7716 -2.7366
H -3.2311 -0.5845 -0.2444
H 0.5253 3.5196 -0.0361
*
```

HOMO level ... -7.78 eV
Calculated total energy ... -88513.2065 eV
Energy relative to the best compared isomer or geometry (same formula, charge and spin) ... 0.0 kJ/mol
Frontier orbital gap ... 8.426 eV

natural (NBO) atomic charge list, values in e, 8 entries:
1 H 0.20
2 C -0.36
3 C -0.01
4 B 0.55
5 N -0.31
6 H 0.22
7 C -1.00
8 H 0.22



Entry from OMol25: a structure of composition C17H20BN10OPbS (the ωB97M-V functional and the def2-TZVPD basis).

Geometry as ORCA input:
```
! wB97M-V def2-TZVPD RIJCOSX def2/J DEFGRID3
* xyz 1 1
C -3.2634 2.1848 -2.8415
H 2.0023 3.1889 -1.4931
N 1.3485 -1.7822 1.2096
H 3.1708 -4.9038 2.4204
H 2.9287 -5.8735 0.4352
C -4.0172 -0.8469 1.8347
C 0.3694 3.0011 1.0735
C 2.6624 -3.9987 2.1171
H -1.0665 0.1261 -4.0715
H -3.0172 1.8091 -5.0045
C 1.8209 -1.8159 2.4459
Pb -0.0717 -0.0523 -0.5357
C -0.3172 4.1848 1.3321
C -1.5887 3.9525 0.8408
C -1.7296 0.7717 -3.5169
C 4.2366 0.7764 -2.6053
C -4.2352 0.3595 1.2006
N -2.1851 -0.2582 0.6903
C -2.7117 -1.1894 1.4812
S 4.0752 2.4780 -2.5998
N -2.6175 1.6863 -1.7761
N 2.2381 1.0990 -1.5128
H 5.0847 0.2898 -3.0570
H -3.8307 2.7118 -0.1880
H -2.1334 -2.0582 1.7551
N -1.6363 2.7157 0.3282
C 2.3438 -5.1027 -0.0588
H -5.1071 0.9918 1.1847
H 1.9327 -0.7283 4.1785
H 1.0863 0.0364 2.8779
N 2.1912 -3.9697 0.8510
N -1.6749 0.8080 -2.1874
H -4.6982 -1.3919 2.4637
H -2.4535 4.5941 0.8153
N 1.6236 -0.7388 3.2241
H 1.3674 -5.4973 -0.3310
C 1.5236 -2.8399 0.3675
H 2.8871 -2.9857 3.9682
C -2.7273 1.6269 -3.9851
H 3.0077 -0.8522 -1.8572
B -2.8788 1.9955 -0.2822
O 1.1192 -2.8297 -0.7879
C 3.1711 0.2089 -1.9886
H -4.0606 2.8996 -2.7226
H 2.8449 -4.7817 -0.9683
C 2.5917 2.3266 -1.7716
N -0.4356 2.1174 0.4802
H 0.0539 5.0765 1.8053
H 1.3951 2.7417 1.2898
C 2.5107 -2.9533 2.9576
N -3.1301 0.6917 0.5144
*
```

HOMO level ... -11.67 eV
Calculated total energy ... -51659.9517 eV
Energy relative to the best compared isomer or geometry (same formula, charge and spin) ... 5.2 kJ/mol
Frontier orbital gap ... 9.607 eV

natural (NBO) atomic charge list, values in e, 8 entries:
1 C 0.02
2 H 0.23
3 N -0.64
4 H 0.23
5 H 0.21
6 C -0.34
7 C -0.04
8 C 0.13



Entry from OMol25: a structure of composition C17H20BrCdN4O8P2 in a non-equilibrium geometry (the ωB97M-V functional and the def2-TZVPD basis).

Geometry as ORCA input:
```
! wB97M-V def2-TZVPD RIJCOSX def2/J DEFGRID3
* xyz -1 1
Cd -0.0080 0.0589 0.1153
C 2.5250 -1.3774 -4.1015
O 0.3809 0.7889 2.0872
N 1.3310 1.8544 -0.7424
H -5.6763 1.5123 0.5113
C 2.1177 4.0812 -0.6242
C -3.5956 1.7963 0.0503
C 1.3422 3.0283 -0.1402
H 3.0737 -1.6514 -4.9944
O -1.5059 0.8238 -1.5938
C 2.5334 -3.2491 1.9594
O 2.3129 -5.4031 2.8832
H 2.1131 5.0358 -0.1162
N 0.6340 -2.0880 1.1088
P -3.1334 0.5378 1.4139
H 1.5648 -3.2992 -3.8274
C 1.6968 -2.2899 -3.4628
H -3.0009 1.9204 -3.4703
H -2.8531 3.7041 0.0604
O -3.4909 1.9848 -2.6425
Br 2.9752 -0.6460 0.9473
C 1.7252 -4.3215 2.2976
C 0.3605 -4.2622 2.0420
N -3.5147 3.1762 0.6909
H 3.5039 4.6529 -2.1715
O -2.0726 -0.4418 1.0804
O -2.3506 1.6411 2.3190
C 1.9421 0.2489 -2.4374
O -4.4308 0.0859 1.9799
C 2.0537 1.6290 -1.8353
H 1.6340 -6.0601 3.0711
C 2.6475 -0.0978 -3.5828
H -5.3838 2.3122 -1.0797
O -1.8681 3.3665 -1.2292
N 1.1480 -0.6449 -1.8235
H -1.5584 1.2268 2.7537
H 0.3709 -2.5361 -1.7753
H -3.0856 3.0516 1.6239
C 1.9203 -2.1542 1.3724
H -1.1922 -2.9969 1.2280
H 0.7293 3.0802 0.7568
C 2.8844 3.8645 -1.7608
C 2.8590 2.6193 -2.3813
P -2.4270 1.9785 -1.4008
H 3.5940 -3.2647 2.1596
H -4.4290 3.6116 0.7553
C 1.0278 -1.8668 -2.3202
H 3.2912 0.6169 -4.0734
H -5.1185 0.5847 -0.8684
C -0.1355 -3.1203 1.4395
H -0.3006 -5.0786 2.3073
C -5.0423 1.5512 -0.3741
H 3.4563 2.4500 -3.2659
*
```

HOMO level ... -1.73 eV
Calculated total energy ... -133483.4797 eV
Energy relative to the best compared isomer or geometry (same formula, charge and spin) ... 0.0 kJ/mol
Frontier orbital gap ... 4.117 eV

natural (NBO) atomic charge list, values in e, 8 entries:
1 Cd 1.70
2 C -0.16
3 O -1.71
4 N -0.46
5 H 0.24
6 C -0.25
7 C -0.62
8 C 0.11



Entry from OMol25: a cluster of 12 separate species, C17H20BrCl33N2O4P in total in a non-equilibrium geometry (the ωB97M-V functional and the def2-TZVPD basis).

Geometry as ORCA input:
```
! wB97M-V def2-TZVPD RIJCOSX def2/J DEFGRID3
* xyz -1 1
N 0.8102 -0.0533 -4.2777
H 3.1534 4.3675 -2.4072
Cl -5.6207 -0.8679 -2.3704
Cl -5.7426 1.9862 -2.9246
C 3.1841 3.5164 -3.1912
C -6.3149 0.3853 -3.4111
Cl 1.9028 -1.1797 5.2755
O 1.9485 2.3851 -5.8952
Cl 8.6559 0.4971 -3.7588
Cl 9.3660 3.3159 -3.8714
H -4.5088 5.9907 -5.6494
Cl -5.6307 -6.2721 1.7301
Cl -6.0187 4.2101 -5.3679
Br 5.5142 2.9526 -5.0334
H -2.5833 -4.2322 5.8397
Cl 0.2114 -0.9730 -0.6974
C -0.4051 -7.4427 1.6959
N 0.2627 0.8152 -3.3023
Cl -0.5573 -0.5961 12.3741
H -7.3975 0.3605 -3.3010
H -1.9681 -1.7430 10.8830
C -1.5143 -4.2528 6.0448
H 3.0918 0.8483 5.2294
C 2.2541 2.2764 -2.7723
H 0.5160 -7.6566 1.1566
C -4.6986 -4.7733 1.6018
Cl 7.4448 2.3771 -1.8983
O 2.2852 -1.7290 -3.0650
O 0.0043 4.8627 -2.6353
Cl 4.5511 -0.6709 4.1856
H -3.7770 -4.9882 1.0647
C 8.9035 1.9735 -2.8156
C 1.4318 -1.0587 -3.7085
C -0.8995 -1.7640 11.0891
C -4.5170 5.0902 -5.0413
H 4.8178 1.9128 -2.7604
Cl -1.0772 -5.8893 6.5599
H 5.3907 3.6347 -2.5002
H -0.7109 2.9078 -1.3997
C 3.1282 -5.8066 5.1319
C -6.7790 8.7365 -4.6473
Cl -1.3393 -8.9403 1.8193
Cl -3.1141 4.1092 -5.4794
H 2.0328 -2.4150 -0.3386
Cl -8.2415 7.7514 -4.7953
Cl -0.4637 -3.4000 11.6035
H 9.7139 1.7976 -2.1107
Cl -0.0381 -1.3282 9.6066
H 2.0592 2.3884 -1.6315
Cl 2.6452 -4.1280 4.8527
C 4.7233 2.9802 -3.1747
Cl -5.9206 0.0731 -5.1074
Cl -6.0841 8.5800 -3.0276
O -0.2988 2.7701 -5.6472
H 2.9401 3.9846 -4.2017
Cl -4.4356 5.5670 -3.3377
Cl -4.2766 -4.1639 3.2089
H 0.5939 0.4871 -2.3771
Cl -5.6024 -3.5544 0.6923
Cl -1.1692 -3.0842 7.3284
H 2.7698 1.2475 -2.8800
C 0.8205 2.2219 -3.4929
Cl 0.1727 -3.6962 0.3199
P -0.4729 3.3929 -2.7449
Cl -1.3079 -6.2179 0.7940
H 2.3374 -6.4570 4.7625
Cl -0.6538 -3.8169 4.5629
C 3.3642 -0.1905 5.4064
H -7.0512 9.7787 -4.8030
Cl 1.5368 -1.6056 1.8140
Cl -5.5962 8.2834 -5.8828
C 1.1120 -2.2008 0.2021
Cl 3.3386 -6.1134 6.8624
Cl 0.0179 -6.8364 3.3029
Cl 4.0562 -0.3161 7.0305
H -1.7335 3.2988 -3.4596
Cl 4.6155 -6.1821 4.2486
C 0.8421 2.4822 -5.0851
*
```

HOMO level ... -4.82 eV
Calculated total energy ... -521691.7623 eV
Frontier orbital gap ... 6.180 eV

Löwdin atomic charge list, values in e, 8 entries:
1 N 0.08
2 H 0.11
3 Cl 0.50
4 Cl 0.50
5 C -0.24
6 C -1.54
7 Cl 0.46
8 O -0.16



Number 1: M 420.044 g mol⁻¹. Number 2: M 630.495 g mol⁻¹. Number 3: M 662.631 g mol⁻¹. Number 4: M 1597.184 g mol⁻¹.